{"formula": "C5H11N", "method": "ωB97M-V/def2-TZVPD", "elements": ["C", "C", "C", "C", "C", "N", "H", "H", "H", "H", "H", "H", "H", "H", "H", "H", "H"], "coordinates": [[-1.53542, 0.84881, -1.42406], [-0.87617, -0.06724, -0.71850], [-0.65996, -1.47293, -1.16845], [-0.22584, 0.29234, 0.61251], [1.28820, 0.15774, 0.66719], [1.91578, 0.59378, 1.92146], [-1.96959, 0.66301, -2.40416], [-1.58500, 1.88810, -1.13368], [0.40382, -1.58622, -1.44733], [-1.31455, -1.72448, -2.04911], [-0.88808, -2.19658, -0.33839], [-0.45978, 1.32700, 0.85964], [-0.68255, -0.33169, 1.42623], [1.77304, 0.75441, -0.12421], [1.57560, -0.91302, 0.49698], [1.78095, 1.62411, 2.05112], [1.45959, 0.14288, 2.77278]], "multiplicity": 1, "relative_energy_ev": 0.765, "mol_weight_g_mol": 85.2, "homo_ev": -9.1, "lumo_energy_ev": 1.03, "total_charge": 0, "smiles": "C=C(C)CCN"}

{"formula": "C5H13NO2", "method": "ωB97M-V/def2-TZVPD", "elements": ["C", "C", "N", "C", "C", "C", "O", "H", "H", "H", "H", "H", "H", "H", "H", "H", "H", "H", "O", "H", "H"], "coordinates": [[-0.44410, 2.39044, 0.57577], [-0.45867, 1.75354, -0.83573], [0.18502, 0.33246, -0.87249], [1.04304, -0.06023, 0.24305], [1.63836, -1.42569, -0.25610], [0.68698, -2.62513, -0.51967], [-0.52213, -2.75776, -0.28514], [-0.83038, 3.43156, 0.55662], [-1.00532, 1.78885, 1.31708], [0.58175, 2.28975, 1.09362], [-0.05613, 2.40677, -1.57556], [-1.47503, 1.57259, -1.34546], [-0.66615, -0.26989, -0.63736], [0.49686, -0.17938, 1.21431], [1.91862, 0.59873, 0.31338], [2.01706, -1.25778, -1.27459], [2.47659, -1.81191, 0.33160], [1.20704, -3.36230, -1.09873], [-1.96193, -1.06982, 1.22003], [-2.50427, -0.32073, 1.44217], [-2.32722, -1.42406, 0.39320]], "multiplicity": 1, "relative_energy_ev": 2.615, "mol_weight_g_mol": 119.2, "homo_ev": -9.0, "lumo_energy_ev": 0.80, "total_charge": 0, "smiles": "CCNCCC=O.O"}

Repeat the first record exactly.
{"formula": "C5H11N", "method": "ωB97M-V/def2-TZVPD", "elements": ["C", "C", "C", "C", "C", "N", "H", "H", "H", "H", "H", "H", "H", "H", "H", "H", "H"], "coordinates": [[-1.53542, 0.84881, -1.42406], [-0.87617, -0.06724, -0.71850], [-0.65996, -1.47293, -1.16845], [-0.22584, 0.29234, 0.61251], [1.28820, 0.15774, 0.66719], [1.91578, 0.59378, 1.92146], [-1.96959, 0.66301, -2.40416], [-1.58500, 1.88810, -1.13368], [0.40382, -1.58622, -1.44733], [-1.31455, -1.72448, -2.04911], [-0.88808, -2.19658, -0.33839], [-0.45978, 1.32700, 0.85964], [-0.68255, -0.33169, 1.42623], [1.77304, 0.75441, -0.12421], [1.57560, -0.91302, 0.49698], [1.78095, 1.62411, 2.05112], [1.45959, 0.14288, 2.77278]], "multiplicity": 1, "relative_energy_ev": 0.765, "mol_weight_g_mol": 85.2, "homo_ev": -9.1, "lumo_energy_ev": 1.03, "total_charge": 0, "smiles": "C=C(C)CCN"}

> multiplicity of number 2 (C5H13NO2)?

1